C2H4S in the gas phase. Source: the Open Molecules 2025 dataset; level of theory: the ωB97M-V functional and the def2-TZVPD basis.

Computed properties:
frontier orbital gap	9.7	eV
energy above the lowest of the compared OMol25 structures with the same formula, charge and spin	1.3688	eV
DFT total energy	-12971.963	eV
2S+1	1
SMILES	C1CS1

Each line ends with the Mulliken charge.
Atoms and positions in Å:
C -0.780 -0.343 0.177  -0.5273
C 0.817 0.288 -0.236  -0.5506
S -0.625 1.291 -0.387  -0.0886
H -1.186 -1.254 -0.208  0.3737
H -0.879 -0.276 1.307  0.2201
H 1.640 0.664 0.367  0.3206
H 1.013 -0.370 -1.020  0.2522



2 unconnected molecules or ions with the total composition C2H4S2. Source: the Open Molecules 2025 dataset; level of theory: the ωB97M-V functional and the def2-TZVPD basis.

Computed properties:
frontier orbital gap	8.5	eV
energy above the lowest of the compared OMol25 structures with the same formula, charge and spin	1.5319	eV
DFT total energy	-23807.346	eV
2S+1	1
SMILES	C=C=S.S

Each line ends with the Mulliken charge.
Atoms and positions in Å:
C -0.045 -1.383 0.328  -0.4630
C -1.044 -0.872 -0.290  0.2920
S -2.163 0.000 -0.975  -0.2833
H -0.168 -1.663 1.440  0.2141
H 0.880 -1.795 -0.203  0.2579
S 1.161 1.589 -0.518  -0.3403
H 1.074 1.528 0.840  0.1702
H 0.306 2.597 -0.623  0.1524



A molecular structure, C2H4S3. Source: the Open Molecules 2025 dataset; level of theory: the ωB97M-V functional and the def2-TZVPD basis.

Computed properties:
frontier orbital gap	7.6	eV
energy above the lowest of the compared OMol25 structures with the same formula, charge and spin	2.3990	eV
DFT total energy	-34641.827	eV
2S+1	1

Each line ends with the Mulliken charge.
Atoms and positions in Å:
C -0.461 -0.132 0.898  -0.8315
C 0.754 -0.119 0.009  0.3586
H -2.378 0.237 -0.570  0.1580
H -1.034 -1.089 0.795  0.3855
H -0.025 0.213 1.926  0.2797
H 1.851 -0.721 -2.057  0.1849
S -1.489 1.343 0.342  -0.1269
S 0.534 -0.475 -1.596  -0.1826
S 2.249 0.744 0.255  -0.2256



A molecular structure, C2H52O27PdV. Source: the Open Molecules 2025 dataset; level of theory: the ωB97M-V functional and the def2-TZVPD basis.

Computed properties:
frontier orbital gap (spin up / spin down)	8.7 / 6.4	eV
DFT total energy	-87361.936	eV
2S+1	3
charge	+1
⟨S²⟩	2.010

Each line ends with the Mulliken charge.
Atoms and positions in Å:
O 24.022 31.693 0.527  -0.5505
V 24.806 30.745 1.523  1.1134
O 26.217 31.381 1.779  -0.5676
Pd 22.463 29.923 3.801  0.5588
C 23.488 33.123 3.815  -0.6501
O 23.750 31.787 3.467  0.4586
H 24.426 33.653 3.977  0.0441
H 22.872 33.688 3.115  -0.1256
H 23.070 33.090 4.821  0.4161
C 24.016 27.532 2.155  -0.9559
O 24.022 28.874 2.443  0.1281
H 23.411 27.003 2.891  0.3112
H 23.574 27.365 1.173  0.2285
H 25.056 27.213 2.081  0.2593
O 30.596 32.157 -1.515  -0.6105
H 31.523 32.395 -1.494  0.2740
H 30.177 32.773 -0.915  0.3001
O 25.797 29.304 0.103  0.2956
H 25.638 29.004 -0.792  0.0844
H 26.169 28.543 0.549  0.1374
O 21.356 30.177 1.796  -0.5260
H 20.845 30.987 1.804  0.4059
H 21.453 29.963 0.869  0.2801
O 23.971 28.547 -2.108  -0.6112
H 23.355 29.046 -1.572  0.3133
H 23.545 28.477 -2.962  0.2733
O 28.122 30.665 -2.284  -0.5140
H 28.855 31.027 -1.786  0.2204
H 27.740 31.420 -2.731  0.3031
O 27.263 29.649 5.483  -0.6006
H 27.280 30.598 5.607  0.4194
H 26.401 29.471 5.107  0.1915
O 20.679 35.295 0.890  -0.5708
H 21.488 35.806 0.910  0.3107
H 20.119 35.755 0.265  0.2722
O 24.066 31.522 -2.930  -0.5647
H 23.610 31.181 -3.700  0.2582
H 23.402 31.525 -2.240  0.2704
O 20.467 32.645 2.086  -0.6156
H 21.306 33.075 2.254  0.1410
H 19.980 33.270 1.550  0.2828
O 27.340 26.900 0.029  -0.6359
H 26.558 26.613 -0.442  0.2885
H 27.996 27.036 -0.655  0.3044
O 23.258 36.477 0.451  -0.6121
H 24.044 36.221 0.932  0.3108
H 23.383 37.408 0.265  0.2862
O 23.518 29.481 5.683  -0.5220
H 23.547 30.073 6.435  0.3123
H 24.331 28.979 5.741  0.3021
O 29.808 28.082 1.093  -0.5988
H 29.267 28.207 0.314  0.2727
H 29.895 27.133 1.176  0.3093
O 21.487 29.644 -0.670  -0.7137
H 21.527 30.570 -0.911  0.4191
H 20.935 29.245 -1.342  0.3100
O 26.435 32.188 5.656  -0.6747
H 25.604 32.237 5.184  0.2170
H 26.566 33.071 6.003  0.3002
O 27.826 34.202 -0.414  -0.5215
H 27.228 33.877 -1.087  0.2822
H 27.758 35.155 -0.472  0.2698
O 30.306 30.242 2.742  -0.6141
H 29.597 30.885 2.712  0.2786
H 29.928 29.451 2.358  0.3681
O 25.429 36.267 2.351  -0.6251
H 25.694 36.385 3.263  0.2841
H 26.249 36.285 1.858  0.2633
O 21.739 32.269 -1.350  -0.5485
H 22.089 33.065 -0.951  0.2442
H 21.212 32.580 -2.086  0.2040
O 25.873 33.694 -2.754  -0.6425
H 25.875 33.512 -3.693  0.2672
H 25.241 33.073 -2.390  0.3597
O 26.174 29.977 -3.971  -0.6486
H 26.930 29.675 -3.467  0.3913
H 25.507 30.167 -3.311  0.3867
O 22.265 35.054 -1.619  -0.6081
H 21.748 35.825 -1.853  0.2441
H 22.800 35.341 -0.878  0.3893
O 27.726 34.550 3.460  -0.5553
H 28.184 34.660 2.626  0.2991
H 27.774 33.611 3.637  0.2683



C2H5B in the gas phase. Source: the Open Molecules 2025 dataset; level of theory: the ωB97M-V functional and the def2-TZVPD basis.

Computed properties:
frontier orbital gap (spin up / spin down)	8.6 / 8.4	eV
energy above the lowest of the compared OMol25 structures with the same formula, charge and spin	2.2658	eV
DFT total energy	-2827.510	eV
2S+1	1

Each line ends with the Mulliken charge.
Atoms and positions in Å:
B 0.000 0.596 -0.275  -0.0753
C 1.363 0.016 0.058  -0.5137
C -1.114 -0.381 -0.122  -0.3960
H -0.333 1.769 -0.021  -0.1152
H -2.072 -0.229 0.316  0.2681
H 2.100 0.695 0.499  0.2701
H 1.347 -0.989 -0.019  0.3141
H -1.291 -1.478 -0.436  0.2479



C2H5BCl2O2 in the gas phase. Source: the Open Molecules 2025 dataset; level of theory: the ωB97M-V functional and the def2-TZVPD basis.

Computed properties:
frontier orbital gap	10.2	eV
energy above the lowest of the compared OMol25 structures with the same formula, charge and spin	0.2217	eV
DFT total energy	-31973.574	eV
2S+1	1
SMILES	CC(Cl)(Cl)B(O)O

Each line ends with the Mulliken charge.
Atoms and positions in Å:
C -0.106 1.760 -0.676  -1.5102
C 0.191 1.121 0.702  0.5755
Cl 1.913 0.746 0.918  -0.1896
Cl -0.256 2.334 1.915  -0.1914
B -0.570 -0.291 1.130  0.5551
O -1.846 -0.182 1.536  -0.5320
O 0.211 -1.395 0.944  -0.5523
H 0.498 2.539 -0.611  0.4797
H 0.012 1.128 -1.458  0.4012
H -1.125 2.107 -0.747  0.3642
H -2.348 -0.873 1.995  0.3023
H 0.096 -2.288 1.264  0.2973



A molecular structure, C2H5BaLiO2. Source: the Open Molecules 2025 dataset; level of theory: the ωB97M-V functional and the def2-TZVPD basis.

Computed properties:
frontier orbital gap (spin up / spin down)	4.5 / 8.4	eV
DFT total energy	-7140.832	eV
2S+1	2
charge	+1
⟨S²⟩	0.750

Each line ends with the Mulliken charge.
Atoms and positions in Å:
O -1.237 0.884 0.823  -0.9176
C -1.493 -0.074 -0.073  0.2826
C -1.018 -1.320 -0.151  -0.8481
Li -1.783 2.567 0.334  0.8430
Ba 0.068 0.731 2.961  0.9727
H -1.218 -1.543 -1.252  0.2586
H -2.569 -0.185 -0.449  0.2740
H -0.064 -1.567 0.322  0.1299
H 2.634 -0.395 -0.504  0.3212
O 3.203 0.385 -0.551  -0.6378
H 3.479 0.517 -1.461  0.3214



C2H5Br2OP in the gas phase. Source: the Open Molecules 2025 dataset; level of theory: the ωB97M-V functional and the def2-TZVPD basis.

Computed properties:
frontier orbital gap	10.9	eV
energy above the lowest of the compared OMol25 structures with the same formula, charge and spin	0.0629	eV
DFT total energy	-153577.912	eV
2S+1	1
SMILES	CCP(=O)(Br)Br

Each line ends with the Mulliken charge.
Atoms and positions in Å:
C -0.247 0.422 0.186  -0.9148
C 0.876 -0.561 -0.386  -0.5331
P 2.315 -0.007 0.658  0.7605
O 2.437 -0.075 2.103  -0.5680
Br 2.829 1.912 -0.168  -0.1536
Br 3.788 -1.378 -0.241  -0.2325
H -0.591 0.185 1.273  0.2958
H 0.165 1.481 0.347  0.2587
H -1.029 0.404 -0.528  0.3171
H 1.019 -0.513 -1.501  0.3589
H 0.774 -1.569 -0.112  0.4110



A molecular structure, C2H5Br3NO. Source: the Open Molecules 2025 dataset; level of theory: the ωB97M-V functional and the def2-TZVPD basis.

Computed properties:
frontier orbital gap	8.7	eV
energy above the lowest of the compared OMol25 structures with the same formula, charge and spin	1.1697	eV
DFT total energy	-215811.835	eV
2S+1	1
charge	+1

Each line ends with the Mulliken charge.
Atoms and positions in Å:
C -0.750 -1.345 -0.618  -0.0310
C 2.443 0.413 0.036  0.3650
N -1.413 -0.963 0.383  0.0355
O 1.272 0.311 -0.013  -0.3130
Br 3.656 -1.107 0.221  -0.0454
Br 3.369 2.053 0.056  0.0160
Br -2.522 2.088 0.186  -0.2113
H -0.508 -2.349 -0.654  0.3381
H -0.284 -0.697 -1.495  0.2505
H -1.669 3.195 0.401  0.2422
H -1.564 -1.488 1.229  0.2850
H -2.031 -0.109 0.269  0.0685



A gas-phase ion, C2H5BrCl2N (charge +1). Source: the Open Molecules 2025 dataset; level of theory: the ωB97M-V functional and the def2-TZVPD basis.

Computed properties:
frontier orbital gap	11.4	eV
energy above the lowest of the compared OMol25 structures with the same formula, charge and spin	0.0000	eV
DFT total energy	-98724.379	eV
2S+1	1
SMILES	[NH3+][C@H](Br)C(Cl)Cl
charge	+1

Each line ends with the Mulliken charge.
Atoms and positions in Å:
N 0.137 0.474 -0.879  -0.2836
C 0.557 -0.237 0.465  -0.5764
Br 2.503 -0.491 0.363  0.0244
C -0.362 -1.633 0.625  0.0466
Cl -2.165 -1.178 0.818  -0.1048
Cl -0.234 -2.489 -0.923  -0.0885
H 0.111 -0.239 -1.570  0.2931
H 0.895 1.090 -1.001  0.3502
H -0.898 0.714 -0.562  0.4290
H 0.277 0.396 1.258  0.4982
H -0.002 -2.331 1.519  0.4119